(1)
{
  "formula": "C16H22N2OS",
  "method": "wB97M-V/def2-TZVPD",
  "elements": ["O", "N", "C", "C", "C", "C", "C", "C", "C", "C", "C", "N", "S", "C", "C", "C", "C", "C", "C", "C", "H", "H", "H", "H", "H", "H", "H", "H", "H", "H", "H", "H", "H", "H", "H", "H", "H", "H", "H", "H", "H", "H"],
  "xyz": [[-2.61, 0.89, -1.17], [-0.72, -1.17, 2.74], [-1.48, -1.96, 2.01], [-1.29, 0.03, 0.85], [-0.72, 0.02, 2.11], [-0.27, 0.85, -2.91], [1.25, 0.90, -1.10], [2.06, 0.49, -3.33], [-0.09, 0.96, -1.51], [0.77, 0.52, -3.83], [2.27, 0.53, -1.95], [-1.66, -1.35, 0.71], [-1.47, 1.33, -0.38], [-1.90, -3.32, 2.42], [0.56, 0.12, -5.25], [3.69, 0.34, -1.42], [-2.36, -1.94, -0.28], [1.35, 1.25, 3.28], [-1.03, 1.87, 3.85], [-0.17, 1.37, 2.70], [-1.26, 0.84, -3.26], [1.53, 1.19, -0.10], [2.86, 0.25, -4.04], [-1.97, -3.50, 3.54], [-2.95, -3.51, 2.14], [-1.11, -3.95, 2.03], [1.42, 0.16, -5.90], [0.12, -0.85, -5.25], [-0.17, 0.80, -5.63], [4.15, -0.58, -2.00], [4.38, 1.06, -1.76], [3.68, 0.28, -0.34], [-2.18, -2.98, -0.38], [-2.07, -1.45, -1.21], [-3.41, -1.70, -0.11], [1.39, 0.39, 3.94], [1.54, 2.25, 3.89], [2.03, 1.31, 2.49], [-1.32, 1.15, 4.62], [-1.98, 2.24, 3.46], [-0.59, 2.74, 4.34], [-0.27, 2.14, 2.00]],
  "nbo_charge": [-0.99, -0.49, 0.40, -0.21, 0.18, -0.22, -0.18, -0.20, -0.26, 0.01, -0.02, -0.34, 1.35, -0.68, -0.63, -0.63, -0.41, -0.59, -0.60, -0.24, 0.23, 0.20, 0.20, 0.25, 0.23, 0.24, 0.22, 0.22, 0.22, 0.22, 0.22, 0.22, 0.20, 0.23, 0.20, 0.23, 0.19, 0.20, 0.21, 0.20, 0.20, 0.20],
  "e_above_lowest_ev": 4.0028,
  "homo_ev": -8.4,
  "e_tot_ha": -1205.71739,
  "molar_mass_g_mol": 290.43
}



(2)
{
  "formula": "C5H6S2",
  "method": "wB97M-V/def2-TZVPD",
  "elements": ["C", "C", "C", "C", "C", "S", "S", "H", "H", "H", "H", "H", "H"],
  "xyz": [[-1.71, -0.83, 0.60], [-0.39, -1.11, 0.00], [-2.25, 0.46, 0.50], [0.20, -0.05, -0.61], [1.55, 0.44, -1.01], [-1.20, 1.73, 0.04], [2.39, 1.08, 0.55], [-2.32, -1.58, 1.02], [-0.07, -2.15, 0.09], [-3.15, 0.98, 0.99], [2.27, -0.33, -1.24], [1.44, 1.26, -1.69], [3.23, 0.10, 0.75]],
  "nbo_charge": [-0.28, -0.31, -0.38, 0.10, -0.58, 0.17, -0.04, 0.22, 0.25, 0.25, 0.25, 0.25, 0.11],
  "e_above_lowest_ev": 2.3375,
  "homo_ev": -8.0,
  "e_tot_ha": -990.37908,
  "molar_mass_g_mol": 130.24
}



(3)
{
  "formula": "C5H6BrClO",
  "method": "wB97M-V/def2-TZVPD",
  "elements": ["C", "C", "C", "C", "C", "O", "Cl", "Br", "H", "H", "H", "H", "H", "H"],
  "xyz": [[-0.70, -0.42, -1.07], [-1.32, -0.04, 1.09], [0.16, 0.72, -0.48], [-0.12, 0.84, 0.81], [2.17, -0.40, -0.59], [-1.26, -1.06, 0.06], [2.15, -2.05, -0.23], [3.48, 0.59, 0.38], [-1.46, 0.09, -1.50], [-0.35, -1.05, -1.83], [-1.39, -0.55, 2.09], [-2.34, 0.40, 0.94], [0.85, 1.30, -1.04], [0.13, 1.63, 1.37]],
  "nbo_charge": [-0.10, -0.11, -0.16, -0.23, -0.21, -0.52, 0.08, 0.06, 0.16, 0.20, 0.19, 0.18, 0.24, 0.21],
  "e_above_lowest_ev": 3.6179,
  "homo_ev": [-8.5, -8.5],
  "e_tot_ha": -3303.37336,
  "molar_mass_g_mol": 197.46
}



(4)
{
  "formula": "C19H33CuN5S3",
  "method": "wB97M-V/def2-TZVPD",
  "elements": ["Cu", "C", "N", "C", "S", "N", "C", "H", "H", "H", "H", "H", "H", "H", "H", "S", "C", "N", "C", "C", "C", "C", "C", "C", "H", "H", "H", "H", "H", "C", "C", "C", "C", "N", "C", "S", "N", "C", "C", "C", "C", "H", "H", "H", "H", "H", "H", "H", "H", "H", "H", "H", "H", "H", "H", "H", "H", "H", "H", "H", "H"],
  "xyz": [[0.92, -0.94, 1.95], [-3.28, 2.01, 2.04], [-1.95, 1.63, 2.46], [-1.63, 0.56, 3.20], [0.01, 0.34, 3.65], [-2.62, -0.25, 3.57], [-2.48, -1.39, 4.47], [-3.20, 2.89, 1.40], [-3.92, 2.27, 2.89], [-3.75, 1.21, 1.46], [-1.18, 2.26, 2.29], [-3.57, 0.03, 3.37], [-1.43, -1.61, 4.61], [-2.98, -2.26, 4.05], [-2.91, -1.17, 5.45], [1.61, -4.61, -0.49], [1.85, -3.30, 0.59], [0.78, -2.67, 0.97], [-0.36, -3.23, 0.41], [-1.67, -2.80, 0.63], [-2.69, -3.45, -0.03], [-2.42, -4.52, -0.90], [-1.13, -4.96, -1.11], [-0.10, -4.31, -0.45], [2.84, -3.02, 0.92], [-1.85, -1.98, 1.30], [-3.71, -3.14, 0.12], [-3.24, -5.01, -1.41], [-0.94, -5.79, -1.78], [-0.98, 0.00, -3.05], [-0.10, -1.17, -2.60], [1.35, -1.05, -3.06], [2.09, 0.15, -2.46], [2.15, -0.02, -1.01], [2.77, 0.71, -0.08], [3.00, 0.05, 1.49], [3.23, 1.94, -0.29], [2.99, 2.83, -1.43], [1.54, 3.32, -1.51], [1.23, 4.50, -0.59], [1.31, 4.15, 0.90], [-2.03, -0.21, -2.85], [-0.86, 0.18, -4.12], [-0.72, 0.92, -2.51], [-0.51, -2.10, -3.00], [-0.15, -1.24, -1.51], [1.37, -0.95, -4.15], [1.90, -1.96, -2.81], [1.56, 1.07, -2.72], [3.09, 0.20, -2.88], [1.92, -0.94, -0.68], [3.64, 2.35, 0.53], [3.27, 2.33, -2.35], [3.66, 3.68, -1.31], [0.87, 2.49, -1.27], [1.34, 3.62, -2.54], [0.22, 4.85, -0.82], [1.90, 5.33, -0.81], [0.85, 3.18, 1.09], [0.79, 4.90, 1.50], [2.34, 4.11, 1.26]],
  "nbo_charge": [0.72, -0.44, -0.57, 0.36, -0.36, -0.58, -0.42, 0.24, 0.21, 0.20, 0.43, 0.40, 0.25, 0.21, 0.21, 0.47, -0.11, -0.59, 0.17, -0.24, -0.19, -0.19, -0.20, -0.25, 0.26, 0.23, 0.22, 0.23, 0.24, -0.61, -0.40, -0.41, -0.23, -0.61, 0.37, -0.39, -0.58, -0.23, -0.41, -0.40, -0.61, 0.22, 0.21, 0.20, 0.22, 0.19, 0.23, 0.21, 0.21, 0.20, 0.41, 0.43, 0.21, 0.22, 0.20, 0.22, 0.21, 0.21, 0.19, 0.22, 0.20],
  "e_above_lowest_ev": 0.1216,
  "homo_ev": -10.5,
  "e_tot_ha": -3852.50955,
  "charge": 1,
  "molar_mass_g_mol": 491.25
}